(1)
C16H27BN6O4PS | wB97M-V/def2-TZVPD

Results
Orbital gap   5.2 eV
Highest occupied orbital energy   -9.6 eV
Lowest unoccupied orbital energy   -4.39 eV
E   -2019.6292 a.u.
Net charge   +1

XYZ file:
```
56
Properties=species:S:1:pos:R:3:nbo_charge:R:1
S -0.959 0.866 3.459 -0.552
P 0.099 -0.431 2.518 1.923
O 5.990 1.682 -0.453 -0.918
O 0.799 -1.397 3.573 -0.943
O -0.729 -1.376 1.575 -0.973
O 6.661 2.643 1.606 -0.696
N 1.238 0.424 1.521 -0.838
N -2.624 3.958 3.334 -0.513
N 3.239 -0.575 2.253 -0.596
N -3.051 -1.945 -0.634 -0.519
N -2.396 -3.010 -5.670 -0.512
N 3.372 1.068 0.686 -0.615
C -3.441 5.936 2.769 -0.301
C -1.928 -3.619 -7.746 -0.305
C 4.577 1.113 1.575 -0.408
C -4.407 -1.772 -0.518 -0.077
C -2.285 5.248 3.021 -0.084
C 2.533 0.293 1.492 0.719
C -3.980 -3.170 -2.225 -0.290
C -2.650 -4.353 -5.748 -0.086
C 7.368 1.984 2.677 -0.251
C -2.366 -4.761 -7.024 -0.290
C -2.784 -2.793 -1.677 -0.095
C -5.010 -2.522 -1.490 -0.293
C -4.521 5.029 2.941 -0.287
C 4.671 -0.395 1.838 -0.219
C -1.961 -2.555 -6.885 -0.079
C -3.986 3.819 3.291 -0.085
B 5.824 1.856 0.906 1.198
H 4.752 -1.035 0.956 0.205
H 8.141 1.361 2.235 0.193
H -5.569 5.241 2.822 0.225
H 3.687 0.485 -0.095 0.413
H -1.772 -3.055 -1.935 0.209
H 4.245 1.497 2.537 0.230
H 6.729 1.344 3.288 0.160
H -3.008 -4.901 -4.894 0.205
H -2.515 -2.446 -4.848 0.412
H -2.462 -5.766 -7.399 0.223
H 1.427 -0.844 4.076 0.526
H -6.070 -2.598 -1.658 0.234
H 5.385 -0.741 2.576 0.244
H 2.970 -1.554 2.203 0.436
H -2.361 -1.517 -0.048 0.394
H -4.453 2.874 3.513 0.208
H 5.492 2.368 -0.928 0.517
H -4.822 -1.134 0.243 0.213
H -1.575 -1.525 2.040 0.547
H 7.829 2.757 3.274 0.219
H -1.626 -3.584 -8.779 0.224
H 0.839 1.117 0.891 0.481
H -3.507 6.975 2.494 0.226
H -4.106 -3.837 -3.061 0.225
H -1.713 -1.518 -7.032 0.208
H -1.975 3.228 3.560 0.403
H -1.256 5.562 3.005 0.205
```

=====

(2)
C16H27BrN4O6P | wB97M-V/def2-TZVPD

Results
Orbital gap   6.5 eV
Highest occupied orbital energy   -11.3 eV
Lowest unoccupied orbital energy   -4.75 eV
E   -4211.4066 a.u.
Net charge   +1

XYZ file:
```
55
Properties=species:S:1:pos:R:3:nbo_charge:R:1
Br -3.565 -0.025 0.296 -0.177
P -3.256 -2.249 -0.082 1.012
O -3.169 -3.064 1.398 -0.927
O -0.484 0.511 0.500 -0.645
O -2.733 -4.172 -2.386 -0.656
O 5.305 1.787 2.095 -0.548
O 0.096 -1.268 1.655 -0.533
O -4.805 3.055 0.646 -0.571
N 3.369 0.507 -2.219 -0.842
N -0.427 -3.772 -2.691 -0.475
N 2.607 0.832 -0.010 -0.846
N 1.028 0.601 -1.850 -0.890
C 2.298 0.095 -1.259 0.414
C -1.594 -3.487 -2.029 0.562
C -0.242 -0.819 0.588 0.761
C -5.946 3.456 0.755 0.606
C -0.326 -1.837 -0.586 0.036
C 3.258 2.735 2.844 -0.729
C 4.924 1.579 4.431 -0.722
C -6.440 4.638 -0.038 -0.722
C 2.058 -3.589 -3.172 -0.304
C 0.912 -2.163 -1.324 0.024
C -1.589 -2.507 -0.944 -0.433
C 2.282 -1.479 -0.985 -0.491
C 3.000 -4.333 -2.492 -0.293
C 4.568 2.012 3.032 0.594
C -6.923 2.793 1.690 -0.722
C 0.784 -3.169 -2.390 0.233
H 2.671 -5.198 -1.870 0.221
H 3.133 2.986 1.790 0.238
H -5.632 5.014 -0.666 0.235
H 0.944 1.601 -1.639 0.391
H 4.253 0.606 -1.707 0.389
H 2.478 -1.751 0.093 0.256
H 1.762 1.249 0.380 0.382
H -7.775 2.409 1.126 0.234
H 3.255 3.658 3.426 0.239
H 2.432 2.091 3.153 0.225
H -0.861 0.748 -0.372 0.518
H -2.339 -2.802 1.847 0.497
H -7.262 3.507 2.442 0.238
H 3.459 -0.198 -2.955 0.342
H -6.757 5.433 0.639 0.237
H 5.890 1.073 4.418 0.238
H 4.085 -4.066 -2.514 0.233
H -6.433 1.959 2.194 0.233
H -7.270 4.335 -0.678 0.234
H 2.196 -3.260 -4.227 0.251
H 3.056 0.217 0.669 0.376
H -3.211 -3.668 -3.076 0.520
H 4.170 0.887 4.810 0.229
H -0.465 -4.482 -3.425 0.458
H 4.995 2.451 5.084 0.236
H 1.104 0.454 -2.856 0.377
H 3.131 -1.922 -1.561 0.251
```

=====

(3)
C16H27N2O | wB97M-V/def2-TZVPD

Results
Orbital gap   6.5 eV
Highest occupied orbital energy   -10.9 eV
Relative energy (zero: lowest compared OMol25 entry of this formula, charge and spin)   38.06 kcal per mole
Lowest unoccupied orbital energy   -4.46 eV
E   -810.3406 a.u.
Net charge   +1

XYZ file:
```
46
Properties=species:S:1:pos:R:3:nbo_charge:R:1
O -0.217 -1.791 -2.202 -0.569
N -1.836 -0.831 -0.118 -0.653
N 0.025 2.810 -0.782 -0.280
C 0.788 3.930 -0.221 -0.431
C 3.024 -0.431 1.155 -0.232
C 1.210 1.060 0.474 -0.224
C 1.408 1.782 1.676 -0.131
C 0.283 1.524 -0.542 0.256
C -1.674 -2.229 -0.368 -0.064
C 0.146 -2.115 -3.544 -0.254
C -2.820 -0.558 0.898 -0.214
C -3.634 -1.862 1.064 -0.412
C 4.221 -0.122 3.362 -0.649
C -1.401 -2.486 -1.849 -0.061
C 2.043 -0.074 0.235 -0.068
C 2.396 1.419 2.581 -0.223
C -0.882 3.173 -1.880 -0.426
C 3.202 0.299 2.339 0.079
C -2.993 -2.888 0.114 -0.405
H 0.743 4.734 -0.961 0.233
H -4.682 -1.725 0.795 0.219
H -3.663 -3.063 -0.743 0.209
H -2.273 -2.112 -2.435 0.173
H -1.046 4.251 -1.834 0.232
H 0.166 -3.208 -3.718 0.182
H 3.664 -1.301 0.995 0.235
H -0.984 -0.271 -0.113 0.359
H -0.442 2.932 -2.860 0.234
H -2.807 -3.852 0.602 0.225
H -3.493 0.248 0.572 0.184
H 1.844 3.698 -0.034 0.246
H 0.822 2.679 1.874 0.218
H 1.946 -0.623 -0.701 0.234
H -0.559 -1.671 -4.269 0.175
H 2.533 1.991 3.500 0.235
H -0.086 0.817 -1.314 0.256
H 3.745 -0.513 4.273 0.246
H 4.866 -0.907 2.956 0.230
H 4.850 0.724 3.664 0.240
H -1.303 -3.585 -2.021 0.177
H -3.590 -2.213 2.097 0.216
H -1.839 2.641 -1.790 0.243
H -0.816 -2.622 0.220 0.169
H 0.332 4.308 0.710 0.231
H 1.145 -1.710 -3.712 0.189
H -2.361 -0.257 1.855 0.171
```